13
Properties=species:S:1:pos:R:3:forces:R:3:nbo_charge:R:1 method="wB97M-V/def2-TZVPD" charge=+1 e_tot_ev=-8245.9521 relative_energy_kcal_mol=4.31
C 2.287 -0.669 0.682 -0.142 0.356 -0.884 -0.050
C 1.392 0.165 1.256 0.505 -0.174 0.217 -0.040
N 0.249 0.125 0.496 -0.142 -0.170 0.519 -0.451
C 0.420 -0.719 -0.518 -0.280 0.367 0.054 0.266
N 1.659 -1.167 -0.450 0.244 -0.646 0.382 -0.452
H 3.336 -0.842 0.821 0.038 -0.120 0.410 0.266
H 1.494 0.757 2.144 -0.120 0.166 0.056 0.266
H -0.617 0.546 0.811 -0.088 0.034 -0.521 0.471
H -0.312 -0.969 -1.262 -0.120 -0.064 -0.052 0.263
H 2.020 -1.938 -0.999 -0.016 0.294 -0.207 0.460
H -4.574 1.537 -0.504 0.086 -0.108 0.259 0.481
H -3.697 1.748 -1.695 0.223 -0.106 0.231 0.475
O -3.658 1.425 -0.782 -0.187 0.171 -0.465 -0.955


19
Properties=species:S:1:pos:R:3:forces:R:3:nbo_charge:R:1 method="wB97M-V/def2-TZVPD" charge=+1 e_tot_ev=-10383.6807 relative_energy_kcal_mol=44.38
C -1.640 1.599 1.773 1.461 2.860 2.608 -0.598
C -1.997 0.324 1.186 -0.561 -1.348 -1.932 -0.444
C -0.865 0.149 0.170 2.317 -3.833 0.316 0.178
C 0.374 -0.521 0.434 -0.337 0.842 -1.253 -0.053
N 0.897 -0.967 -0.816 -2.742 2.359 -1.653 -0.469
C 0.083 -0.458 -1.813 0.061 -0.646 1.368 0.234
N -0.978 0.160 -1.215 0.560 -0.120 -0.152 -0.484
H -2.368 1.988 2.555 1.224 -0.568 -0.663 0.243
H -0.498 1.565 2.127 -2.701 0.273 -0.179 0.210
H -1.643 2.336 0.965 0.043 0.215 0.200 0.209
H -2.922 0.396 0.588 0.159 0.119 0.228 0.224
H -2.217 -0.535 1.878 0.984 0.691 -0.717 0.256
H 1.034 -0.437 1.327 -0.995 -0.791 -0.734 0.268
H 1.687 -1.540 -1.147 0.280 0.565 1.173 0.490
H 0.250 -0.595 -2.913 -0.303 0.230 1.443 0.263
H -1.721 0.706 -1.674 0.613 -0.754 0.000 0.458
H 4.394 -1.313 -1.884 -2.545 0.594 1.667 0.494
H 4.417 -1.626 -0.452 -2.200 0.935 -0.707 0.493
O 3.712 -1.231 -1.089 4.682 -1.623 -1.013 -0.973


10
Properties=species:S:1:pos:R:3:forces:R:3:nbo_charge:R:1 method="wB97M-V/def2-TZVPD" e_tot_ev=-10789.3066 relative_energy_kcal_mol=78.27 smiles="O=CN(C=O)C=O"
O -1.961 -1.088 -0.078 -2.918 0.373 0.891 -0.451
C -0.820 -1.132 0.101 3.637 -1.571 -3.001 0.552
N 0.036 0.052 0.369 -2.755 1.914 -0.699 -0.565
C -0.669 1.359 0.062 -2.278 2.822 -0.213 0.523
O -1.917 1.560 -0.024 6.178 -1.521 0.556 -0.480
C 1.360 -0.161 0.166 6.213 -2.481 -2.260 0.514
O 2.448 0.405 -0.150 -4.330 1.204 1.405 -0.548
H -0.264 -2.065 -0.438 -0.165 1.807 2.036 0.137
H 0.119 2.323 -0.092 -1.818 -2.923 0.436 0.182
H 1.669 -1.252 0.084 -1.763 0.376 0.849 0.137


Number 1: LUMO level -3.355 eV. Number 2: LUMO level -3.074 eV. Number 3: LUMO level -0.203 eV.